Entry 1:
The following is a DFT calculation (ωB97M-V/def2-TZVPD) of a 4-piece molecular cluster, C21H27N4O overall in a non-equilibrium geometry.

CARTESIAN COORDINATES (ANGSTROEM)
C -2.059 0.315 1.543
C -2.354 0.587 0.081
O -1.298 1.314 -0.576
C -0.280 0.574 -1.185
C -0.084 -0.859 -0.746
N 0.799 -0.998 0.155
C 1.410 0.284 0.540
C 1.085 1.172 -0.664
H -1.726 1.228 2.021
H -1.366 -0.506 1.702
H -2.998 0.024 2.005
H -2.679 -0.306 -0.453
H -3.206 1.253 0.086
H -0.284 0.582 -2.276
H -0.624 -1.709 -1.133
H 0.981 -1.926 0.526
H 1.027 0.693 1.461
H 2.485 0.198 0.624
H 1.847 1.190 -1.431
H 0.816 2.144 -0.275
N 3.452 0.966 2.699
C 3.632 2.123 3.340
C 4.577 2.314 4.334
C 5.383 1.244 4.689
C 5.212 0.034 4.037
C 4.240 -0.050 3.056
H 2.980 2.935 3.034
H 4.679 3.275 4.816
H 6.133 1.353 5.461
H 5.820 -0.825 4.284
H 4.078 -0.981 2.519
N -5.655 -0.083 -0.041
C -5.881 0.856 -0.961
C -7.142 1.319 -1.296
C -8.236 0.777 -0.642
C -8.023 -0.200 0.316
C -6.720 -0.592 0.578
H -4.999 1.254 -1.453
H -7.263 2.085 -2.050
H -9.238 1.111 -0.875
H -8.849 -0.650 0.849
H -6.511 -1.352 1.322
N 4.783 -1.595 -3.074
C 3.677 -1.396 -2.367
C 2.410 -1.743 -2.809
C 2.281 -2.328 -4.059
C 3.423 -2.541 -4.810
C 4.645 -2.159 -4.272
H 3.823 -0.932 -1.394
H 1.550 -1.555 -2.179
H 1.309 -2.613 -4.442
H 3.372 -2.994 -5.790
H 5.565 -2.310 -4.825

## Properties
HOMO energy ... -11.80 eV
Electronic energy ... -30214.7973 eV
Total charge ... +1
Energy relative to the best compared isomer or geometry (same formula, charge and spin) ... 0.0000 eV



Entry 2:
The following is a DFT calculation (ωB97M-V/def2-TZVPD) of C21H27N5O3 as an isolated structure in a non-equilibrium geometry.

CARTESIAN COORDINATES (ANGSTROEM)
C -3.214 -2.151 -1.743
C -2.764 -1.549 -0.400
O -2.623 -0.172 -0.486
C -2.363 0.442 0.891
C -0.883 1.047 1.096
N -0.052 -0.256 0.942
C 0.412 -0.873 -0.141
N 1.456 -1.812 0.106
C 1.343 -1.992 1.455
C 0.400 -0.954 1.941
C 0.249 -1.076 3.248
O -0.418 -0.168 3.935
N 0.772 -1.764 4.174
C 1.638 -2.981 3.459
O 2.221 -3.682 4.330
N 1.726 -3.034 2.210
C 2.541 -3.863 1.639
H 3.274 -3.504 0.916
H 3.328 -4.395 2.259
H 2.016 -4.781 0.997
C 0.677 -1.955 5.549
H 0.110 -3.137 5.752
H 1.583 -1.959 5.904
H -0.163 -1.311 5.710
C 0.713 -0.259 -1.649
N 1.588 0.521 -2.140
C 1.414 0.897 -3.374
C 0.465 1.668 -3.967
C 0.045 2.709 -2.784
C -0.847 3.831 -3.112
C -0.890 4.797 -2.223
C -0.229 4.864 -0.874
C 0.579 3.780 -0.734
C 0.762 2.849 -1.508
C 1.769 1.697 -1.245
H 2.897 1.940 -1.724
H 1.943 1.551 -0.212
H 0.903 3.621 0.169
H -0.481 5.537 -0.240
H -1.680 5.416 -2.406
H -1.471 3.845 -4.095
H -0.699 0.874 -3.948
H 0.497 2.100 -4.743
H 2.371 1.308 -3.619
H 1.572 -0.207 -3.987
H 0.297 -1.020 -2.344
H -0.633 0.364 -1.681
H -0.853 1.707 0.126
H -0.606 1.376 1.873
H -2.533 -0.446 1.785
H -2.941 1.269 0.963
H -3.421 -1.959 0.420
H -1.682 -1.948 -0.156
H -2.529 -1.802 -2.436
H -4.243 -1.649 -2.039
H -3.342 -3.355 -1.839

## Properties
HOMO energy ... -8.12 eV
Electronic energy ... -35788.9059 eV
Total charge ... 0
Energy relative to the best compared isomer or geometry (same formula, charge and spin) ... 21.7454 eV



Entry 3:
The following is a DFT calculation (ωB97M-V/def2-TZVPD) of the molecule C21H27NO2.

CARTESIAN COORDINATES (ANGSTROEM)
C -0.416 -0.017 6.046
H 0.372 0.003 6.795
H -1.170 0.718 6.320
C 0.153 0.287 4.664
C 1.239 -0.718 4.276
C 1.727 -0.444 2.856
C 0.536 -0.453 1.892
N -0.506 0.497 2.245
C -0.162 1.875 1.952
H 0.510 2.334 2.694
C -1.402 2.783 1.840
O -1.014 4.094 1.508
H -0.829 4.103 0.559
C -2.409 2.250 0.805
O -1.866 2.352 -0.496
C -1.241 1.292 -1.090
C -0.404 1.619 -2.158
C 0.261 0.637 -2.859
C 0.119 -0.706 -2.513
C -0.730 -1.024 -1.457
C -1.408 -0.046 -0.754
H -2.051 -0.343 0.058
H -0.879 -2.059 -1.189
C 0.847 -1.756 -3.238
C 0.977 -1.708 -4.624
C 1.663 -2.697 -5.303
C 2.236 -3.749 -4.609
C 2.116 -3.807 -3.230
C 1.427 -2.821 -2.550
H 1.351 -2.861 -1.473
H 2.565 -4.623 -2.683
H 2.774 -4.521 -5.139
H 1.750 -2.649 -6.379
H 0.517 -0.899 -5.173
H 0.921 0.914 -3.666
H -0.287 2.660 -2.421
H -2.699 1.233 1.067
H -3.293 2.895 0.805
H -1.903 2.861 2.810
H 0.355 1.891 0.988
C -0.960 0.254 3.604
H -1.733 0.983 3.853
H -1.423 -0.740 3.611
H 0.868 -0.245 0.872
H 0.078 -1.448 1.901
H 2.449 -1.202 2.549
H 2.222 0.528 2.815
H 2.072 -0.661 4.981
H 0.825 -1.729 4.327
H 0.592 1.290 4.682
H -0.877 -1.002 6.060

## Properties
HOMO energy ... -8.11 eV
Electronic energy ... -27800.3803 eV
Total charge ... 0
Energy relative to the best compared isomer or geometry (same formula, charge and spin) ... 1.0511 eV
SMILES string ... C[C@H]1CCCN(C[C@@H](O)COc2ccc(-c3ccccc3)cc2)C1



Entry 4:
The following is a DFT calculation (ωB97M-V/def2-TZVPD) of C21H27O2SiV as an isolated structure in a non-equilibrium geometry.

CARTESIAN COORDINATES (ANGSTROEM)
C 0.449 -1.860 1.584
C -0.906 -1.987 1.093
C -0.826 -2.198 -0.340
H -1.798 -1.824 1.641
C 0.579 -2.128 -0.724
C 1.358 -1.848 0.484
H 2.429 -1.762 0.593
H 0.868 -1.965 2.563
H -1.670 -2.467 -0.959
H 0.996 -2.430 -1.670
C -0.997 2.175 0.218
C -0.618 1.916 1.558
C 0.807 1.718 1.612
H -1.387 1.726 2.247
C 1.329 1.887 0.303
C 0.206 2.198 -0.585
H 0.308 2.619 -1.587
H -2.026 2.383 -0.119
H 1.459 1.504 2.384
H 2.393 1.876 0.079
V 0.018 -0.031 0.137
O -0.308 -0.146 -3.931
C -1.436 -0.896 -4.427
C -0.108 -0.917 -5.164
H -1.678 -1.782 -3.846
H -2.247 -0.331 -4.892
H 0.496 -1.839 -5.054
H 0.809 -1.938 -7.489
C 0.554 -0.872 -7.591
C 0.069 -0.196 -6.433
C -0.280 1.173 -6.555
H -0.638 1.715 -5.673
C -0.122 1.839 -7.778
H -0.374 2.902 -7.844
C 0.360 1.156 -8.907
H 0.477 1.678 -9.861
C 0.697 -0.208 -8.810
H 1.074 -0.754 -9.685
C 1.687 -0.449 4.587
Si -0.023 -0.010 4.098
C -1.343 -1.232 4.461
C -0.392 1.686 4.672
O -0.188 -0.054 2.467
H 1.568 -0.409 5.676
H 2.443 0.282 4.281
H 2.008 -1.450 4.296
H -1.328 -1.196 5.555
H -2.302 -0.899 4.049
H -1.096 -2.224 4.078
H 0.343 2.422 4.337
H -1.402 2.013 4.414
H -0.302 1.518 5.750

## Properties
HOMO energy (spin up / spin down) ... -2.46 / -2.63 eV
Multiplicity ... 4
Electronic energy ... -59872.4940 eV
Total charge ... -1
Expectation value of S² ... 3.77



Entry 5:
The following is a DFT calculation (ωB97M-V/def2-TZVPD) of C21H28Br10N2S as an isolated structure in a non-equilibrium geometry.

CARTESIAN COORDINATES (ANGSTROEM)
C -0.202 -0.903 1.883
C 0.818 -1.541 1.854
C 2.139 -2.169 1.771
C 3.210 -1.096 1.891
C 3.368 -0.147 0.933
C 4.360 0.896 1.062
C 4.453 1.931 -0.007
C 3.406 2.821 -0.089
C 5.180 0.972 2.143
C 5.066 -0.020 3.153
N 5.810 -0.101 4.256
S 5.271 -1.426 5.019
N 4.102 -1.907 4.036
C 4.084 -1.045 3.013
H -1.183 -0.476 1.876
H 2.275 -2.847 2.616
H 2.255 -2.730 0.845
H 2.742 -0.156 0.049
H 5.282 1.919 -0.713
H 3.475 3.877 0.155
H 2.429 2.403 -0.335
H 5.873 1.795 2.205
Br -3.267 0.445 0.939
C -3.720 -0.719 -0.556
C -4.132 -2.091 -0.095
Br -2.609 -3.171 0.438
H -2.859 -0.731 -1.216
H -4.548 -0.223 -1.055
H -4.598 -2.638 -0.913
H -4.808 -2.062 0.754
Br -4.270 1.063 -3.573
C -6.055 0.346 -3.877
C -7.087 1.437 -3.952
Br -7.511 2.132 -2.183
H -6.251 -0.361 -3.076
H -5.991 -0.186 -4.822
H -8.023 1.047 -4.343
H -6.767 2.279 -4.554
Br -3.736 0.405 5.848
C -2.091 0.028 6.820
C -0.896 0.647 6.145
Br -0.361 -0.354 4.558
H -2.014 -1.052 6.899
H -2.240 0.454 7.809
H -0.033 0.624 6.809
H -1.078 1.668 5.825
Br -5.487 1.384 -7.233
C -6.380 0.020 -8.296
C -7.730 0.483 -8.772
Br -9.049 0.432 -7.342
H -6.435 -0.872 -7.681
H -5.719 -0.163 -9.140
H -8.112 -0.186 -9.540
H -7.715 1.499 -9.152
Br 7.494 0.062 0.870
C 9.112 -0.436 1.836
C 10.357 0.088 1.173
Br 10.826 -0.952 -0.403
H 9.104 -1.518 1.919
H 8.993 0.003 2.825
H 11.212 -0.002 1.840
H 10.257 1.119 0.850

## Properties
HOMO energy ... -7.84 eV
Electronic energy ... -736466.5925 eV
Total charge ... 0
Energy relative to the best compared isomer or geometry (same formula, charge and spin) ... 0.0000 eV



Entry 6:
The following is a DFT calculation (ωB97M-V/def2-TZVPD) of C21H28Br48NO2P as an isolated structure in a non-equilibrium geometry.

CARTESIAN COORDINATES (ANGSTROEM)
C 2.626 -5.016 3.615
C 2.231 -4.032 2.381
P 1.789 -2.266 2.886
C 3.309 -1.207 3.264
C 4.587 -2.008 3.816
N 0.577 -2.206 4.178
C -0.678 -1.805 3.498
O -0.753 -0.599 3.136
O -1.734 -2.736 3.218
H 2.651 -4.460 4.610
H 1.866 -5.885 3.666
H 3.637 -5.490 3.336
H 3.078 -4.050 1.619
H 1.279 -4.488 1.912
H 3.610 -0.713 2.265
H 3.009 -0.345 3.970
H 4.561 -2.192 4.956
H 5.497 -1.309 3.659
H 4.826 -2.967 3.249
H 0.465 -3.102 4.676
H -1.551 -2.999 2.277
C 2.557 -0.814 -1.157
Br 1.563 -1.655 -2.594
Br 1.386 -0.202 0.262
Br 3.971 -1.964 -0.489
H 3.037 0.069 -1.576
C 3.420 3.634 0.468
Br 4.094 3.051 -1.256
Br 1.527 3.266 0.665
Br 4.457 2.891 1.930
H 3.538 4.715 0.510
C -2.661 2.589 3.918
Br -2.539 4.497 4.247
Br -4.352 1.859 4.528
Br -2.318 2.159 2.059
H -1.878 2.112 4.506
C 3.364 6.558 -3.042
Br 1.969 5.276 -3.456
Br 3.539 6.840 -1.131
Br 5.052 6.065 -3.858
H 3.065 7.510 -3.476
C -0.168 2.060 -5.350
Br -1.557 0.765 -5.740
Br 0.012 2.364 -3.443
Br 1.524 1.570 -6.163
H -0.475 3.003 -5.797
C -1.077 7.360 0.993
Br -0.417 6.771 -0.732
Br -2.956 6.942 1.225
Br 0.005 6.660 2.442
H -0.987 8.444 1.020
C -1.606 -2.519 -8.829
Br -0.732 -1.444 -10.186
Br -0.428 -2.892 -7.334
Br -3.278 -1.727 -8.249
H -1.850 -3.476 -9.288
C -2.576 -2.586 -1.942
Br -1.939 -3.137 -3.688
Br -4.462 -2.970 -1.703
Br -1.497 -3.341 -0.516
H -2.463 -1.504 -1.888
C 6.138 -0.155 -3.938
Br 6.375 -2.062 -4.199
Br 4.295 0.386 -4.208
Br 6.814 0.427 -2.215
H 6.733 0.348 -4.699
C -8.207 -2.874 -0.483
Br -7.466 -1.162 -1.007
Br -10.076 -2.717 0.007
Br -7.926 -4.233 -1.839
H -7.669 -3.196 0.406
C -9.983 1.738 0.250
Br -9.092 2.855 -1.061
Br -8.803 1.266 1.714
Br -11.630 2.543 0.884
H -10.254 0.811 -0.253
C -12.001 -0.630 3.831
Br -13.047 -1.467 2.428
Br -13.121 0.014 5.277
Br -10.594 -1.800 4.475
H -11.516 0.240 3.391
C 7.128 4.224 4.612
Br 8.870 4.368 5.453
Br 6.573 2.376 4.415
Br 5.791 5.282 5.536
H 7.223 4.636 3.609
C -1.951 -7.080 -9.618
Br -2.373 -7.273 -7.735
Br -2.935 -5.619 -10.430
Br -0.042 -6.916 -9.916
H -2.274 -7.995 -10.112
C 8.699 6.200 -1.503
Br 7.103 5.154 -1.156
Br 10.078 5.145 -2.368
Br 8.300 7.817 -2.497
H 9.094 6.510 -0.538
C 0.131 -5.202 7.584
Br 1.613 -3.955 7.693
Br -1.014 -4.827 6.065
Br 0.737 -7.045 7.591
H -0.471 -5.061 8.480

## Properties
HOMO energy ... -7.32 eV
Electronic energy ... -3399137.6427 eV
Total charge ... 0
Energy relative to the best compared isomer or geometry (same formula, charge and spin) ... 0.0000 eV



Entry 7:
The following is a DFT calculation (ωB97M-V/def2-TZVPD) of an isolated ion of composition C21H28ClN2O3 and charge +1.

CARTESIAN COORDINATES (ANGSTROEM)
C -1.873 4.399 0.359
C -1.045 3.442 -0.476
N 0.301 4.013 -0.727
H 0.755 4.237 0.194
H 0.212 4.878 -1.267
C 1.257 3.076 -1.381
C 1.500 1.894 -0.484
C 1.276 0.598 -0.940
C 1.451 -0.515 -0.131
C 1.814 -0.314 1.225
C 2.085 0.976 1.666
C 1.935 2.059 0.824
Cl 2.280 3.654 1.466
H 2.389 1.099 2.692
O 1.989 -1.289 2.139
C 1.186 -2.447 2.076
H 1.289 -2.909 3.062
C -0.290 -2.075 1.839
O -0.655 -0.919 1.874
N -1.058 -3.147 1.581
H -0.609 -4.049 1.626
C -2.513 -3.204 1.524
H -2.905 -3.356 2.538
H -2.768 -4.083 0.926
C -3.178 -1.961 0.932
C -2.796 -1.673 -0.493
C -3.024 -2.604 -1.500
C -2.730 -2.307 -2.819
C -2.215 -1.066 -3.154
C -1.980 -0.134 -2.157
C -2.260 -0.438 -0.836
H -2.066 0.283 -0.055
H -1.586 0.840 -2.415
H -2.003 -0.827 -4.185
H -2.918 -3.038 -3.590
H -3.456 -3.563 -1.257
H -4.258 -2.128 0.979
H -2.939 -1.099 1.552
H 1.537 -3.142 1.307
O 1.280 -1.795 -0.534
C 1.046 -2.105 -1.901
C 2.306 -1.990 -2.750
H 2.083 -2.291 -3.769
H 2.688 -0.972 -2.758
H 3.081 -2.642 -2.355
H 0.707 -3.144 -1.878
H 0.230 -1.494 -2.301
H 0.963 0.467 -1.962
H 0.850 2.750 -2.339
H 2.189 3.619 -1.556
H -1.528 3.250 -1.436
H -0.909 2.494 0.047
H -2.853 3.968 0.540
H -1.403 4.578 1.323
H -2.015 5.350 -0.149

## Properties
HOMO energy ... -10.91 eV
Electronic energy ... -43870.9089 eV
Total charge ... +1
Energy relative to the best compared isomer or geometry (same formula, charge and spin) ... 0.2242 eV
SMILES string ... CC[NH2+]Cc1cc(OCC)c(OCC(=O)NCCc2ccccc2)cc1Cl



Entry 8:
The following is a DFT calculation (ωB97M-V/def2-TZVPD) of a 5-piece molecular cluster, C21H28FIN5 overall in a non-equilibrium geometry.

CARTESIAN COORDINATES (ANGSTROEM)
C 2.314 1.789 -0.475
C 1.036 0.800 -0.202
F 1.092 0.432 1.255
C 1.033 -0.524 -1.200
C 0.337 -1.748 -0.302
I -1.621 -2.322 -1.152
C 1.403 -3.034 -0.359
C 2.065 -3.088 1.177
C 0.976 -3.516 2.371
C 1.456 -3.567 3.937
C 3.027 -3.177 4.254
C 4.126 -2.778 3.096
C 3.641 -2.716 1.506
H 2.144 2.881 -0.087
H 3.264 1.330 0.055
H 2.517 1.796 -1.632
H 0.048 1.391 -0.415
H 0.390 -0.390 -2.168
H 2.174 -0.738 -1.443
H 0.816 -4.066 -0.460
H 2.238 -2.901 -1.168
H -0.139 -3.761 2.094
H 0.651 -3.856 4.740
H 3.357 -3.211 5.391
H 5.253 -2.491 3.333
H 4.387 -2.414 0.625
C 0.575 6.019 1.197
C 0.629 5.845 -0.312
N 0.673 5.701 -1.564
H -0.464 5.999 1.537
H 1.126 5.210 1.685
H 1.024 6.976 1.478
C -1.952 -7.092 -1.601
C -1.653 -5.613 -1.420
N -1.406 -4.385 -1.270
H -2.833 -7.369 -1.016
H -2.142 -7.308 -2.656
H -1.099 -7.688 -1.264
C -0.943 4.098 -4.462
C -1.671 2.845 -4.920
N -2.274 1.805 -5.301
H -0.093 4.297 -5.121
H -1.622 4.954 -4.488
H -0.577 3.964 -3.440
C -2.901 7.572 -2.934
C -2.725 7.477 -4.441
N -2.580 7.397 -5.691
H -2.858 8.618 -2.620
H -3.868 7.152 -2.644
H -2.105 7.016 -2.430
C -3.181 -3.711 5.070
C -1.825 -4.355 5.313
N -0.701 -4.889 5.515
H -3.110 -2.629 5.212
H -3.513 -3.915 4.048
H -3.916 -4.115 5.771

## Properties
HOMO energy ... -1.67 eV
Electronic energy ... -40479.5989 eV
Total charge ... -1